(1)
Below is a molecular structure, C23H33Cl5N4O3PTc, with properties calculated with ωB97M-V/def2-TZVPD.

The geometry in XYZ format:
```
70
C23H33Cl5N4O3PTc | OMol25 | ωB97M-V/def2-TZVPD
Tc 0.21 0.07 -0.06
Cl -5.74 -2.36 -3.13
Cl -5.27 -4.10 -0.59
Cl -1.28 0.47 -1.91
Cl -3.73 -0.05 -3.81
Cl -2.83 -3.52 1.28
P 2.45 2.40 -1.08
O 1.30 -0.42 1.71
O -0.03 0.96 2.93
O -1.17 -1.28 0.35
N 3.86 2.18 -0.23
N 1.70 3.85 -0.84
N 1.35 1.29 -0.63
N 2.86 2.19 -2.65
C 4.04 2.80 -3.28
C -2.20 -1.55 -0.42
C 2.39 1.57 -4.99
C 0.62 0.57 4.18
C 4.76 1.77 -4.16
C 0.87 4.22 0.31
C 4.91 1.27 -0.74
C 3.75 0.88 -4.91
C 1.52 5.29 1.19
C 2.09 5.03 -1.63
C 6.22 2.15 1.19
C 4.95 2.64 1.91
C 0.39 0.39 1.86
C -3.51 -1.02 -2.42
C 1.81 1.74 -3.59
C -4.40 -2.05 -2.11
C 5.89 0.90 0.37
C -3.10 -2.59 -0.12
C -2.44 -0.80 -1.57
C 3.70 2.11 1.22
C -4.18 -2.83 -0.96
C 1.95 6.50 0.36
C 2.83 6.06 -0.80
H -0.08 0.85 4.96
H 3.49 1.08 1.51
H 0.81 5.58 1.97
H 5.48 0.12 1.01
H 4.93 3.73 1.94
H 1.55 1.12 4.27
H 2.48 2.53 -5.50
H 3.09 6.91 -1.43
H 2.66 4.71 -2.50
H 4.12 0.65 -5.91
H 1.06 7.01 -0.03
H 4.94 2.30 2.95
H 0.60 3.32 0.86
H 5.47 1.80 -1.51
H 3.64 -0.07 -4.39
H 0.80 -0.50 4.17
H 3.71 3.64 -3.90
H 6.78 0.48 -0.09
H 1.16 5.47 -2.01
H 0.98 2.45 -3.60
H 4.47 0.38 -1.20
H 2.40 4.88 1.69
H 5.41 1.15 -3.55
H 2.47 7.22 0.99
H 1.44 0.78 -3.23
H 3.76 5.62 -0.43
H 5.39 2.31 -4.86
H 4.69 3.21 -2.51
H 6.59 2.92 0.52
H 7.02 1.94 1.90
H 1.68 0.97 -5.57
H 2.83 2.69 1.52
H -0.06 4.63 -0.11
```

Its total charge is +1. The value obtained for the LUMO energy (spin up / spin down) is -3.67 / -3.59 eV. The energy comes out at -110583.7554 eV. Its spin multiplicity is 2. The energy relative to the best compared isomer or geometry (same formula, charge and spin) comes out at 0.405 eV. The calculation puts the gap between HOMO and LUMO (spin up / spin down) at 0.2588 / 0.2734 Ha.

Mulliken atomic charge list, values in e, 5 entries: atom 1 (Tc): 0.3760, atom 2 (Cl): -0.1646, atom 3 (Cl): -0.1481, atom 4 (Cl): -0.2031, atom 5 (Cl): -0.1739

***

(2)
Below is a molecular structure, C23H33CoN5O5S2, with properties calculated with ωB97M-V/def2-TZVPD.

The geometry in XYZ format:
```
69
C23H33CoN5O5S2 | OMol25 | ωB97M-V/def2-TZVPD
Co 0.05 0.25 -0.69
S 3.10 3.28 -0.57
S -3.09 -0.86 1.14
O -2.83 -2.16 0.40
O -0.09 0.16 2.65
O -3.41 1.94 -1.50
O 0.34 1.49 0.91
O -1.85 0.36 -1.14
N -0.06 -1.32 0.42
N -1.23 2.34 -2.01
N 3.98 3.39 -3.07
N 1.82 -0.60 -1.29
N 0.09 1.97 -1.67
C 2.73 -3.68 1.30
C -5.33 -1.07 -0.49
C -6.70 -0.54 -0.87
C 0.15 1.28 2.15
C -3.42 -1.36 2.85
C 2.16 -1.62 -0.46
C 4.88 3.45 -4.10
C 4.34 -1.75 -1.46
C 0.28 2.48 3.07
C 3.42 -2.24 -0.50
C -3.90 -3.38 4.28
C 3.98 -0.74 -2.30
C 3.69 -3.28 0.41
C 2.69 -0.18 -2.17
C 1.17 -2.05 0.45
C -4.22 -2.65 2.98
C 5.70 3.43 -1.47
C -2.26 1.51 -1.51
C 6.61 3.49 -2.47
C 1.46 -3.06 1.32
C 4.29 3.37 -1.74
C -4.75 -0.27 0.67
C 6.20 3.50 -3.84
H -5.38 -2.12 -0.22
H -0.02 3.39 2.55
H -4.49 -4.30 4.37
H 2.94 -4.48 2.00
H 4.65 -0.35 -3.05
H -1.43 3.33 -2.03
H 0.67 2.10 -2.48
H -2.43 -1.45 3.30
H -3.98 -3.28 2.13
H -4.60 0.77 0.36
H -0.21 -0.88 1.37
H 1.32 2.58 3.36
H 7.66 3.54 -2.24
H -0.32 2.33 3.96
H -4.65 -0.99 -1.33
H -5.40 -0.29 1.55
H -4.11 -2.76 5.16
H -3.92 -0.51 3.33
H 4.46 3.46 -5.09
H 0.46 2.54 -0.90
H -6.65 0.51 -1.17
H -0.89 -1.89 0.19
H -7.40 -0.61 -0.03
H 5.33 -2.20 -1.53
H -2.85 -3.66 4.32
H -5.29 -2.43 2.93
H 2.37 0.62 -2.83
H 4.67 -3.76 0.40
H 0.71 -3.38 2.04
H -7.12 -1.11 -1.70
H 6.92 3.54 -4.64
H 2.99 3.38 -3.28
H 5.99 3.43 -0.43
```

Its total charge is 0. The value obtained for the LUMO energy (spin up / spin down) is -0.44 / -0.46 eV. The energy comes out at -101373.9882 eV. Its spin multiplicity is 2. The energy relative to the best compared isomer or geometry (same formula, charge and spin) comes out at 0.000 eV. The calculation puts the gap between HOMO and LUMO (spin up / spin down) at 0.2778 / 0.2775 Ha.

Mulliken atomic charge list, values in e, 5 entries: atom 1 (Co): 0.3098, atom 2 (S): -0.2570, atom 3 (S): 0.8003, atom 4 (O): -0.8617, atom 5 (O): -0.7700

***

(3)
Below is a molecular structure, C23H33CoN7, with properties calculated with ωB97M-V/def2-TZVPD.

The geometry in XYZ format:
```
64
C23H33CoN7 | OMol25 | ωB97M-V/def2-TZVPD
Co 0.03 0.39 0.44
N 0.12 -1.93 1.64
N 1.78 -0.95 -0.31
N -1.63 0.95 1.47
N 0.39 1.72 -0.93
N -2.05 -0.65 -0.96
N -3.82 1.40 -2.39
N 1.51 0.95 1.79
C 2.38 2.04 3.77
C 2.50 0.01 1.86
C 0.41 -2.79 0.65
C -2.97 0.99 0.73
C 1.22 -2.30 -0.50
C -0.46 -2.44 2.74
C -3.54 0.05 -3.02
C 1.53 1.99 2.66
C 1.86 2.55 -2.61
C -0.70 -4.59 1.78
C -0.11 2.98 -0.77
C 1.15 1.48 -2.02
C -2.29 -0.66 -2.44
C 3.40 0.02 2.95
C 2.42 -0.52 -1.60
C 0.45 4.08 -1.44
C -0.92 -3.74 2.87
C 1.39 0.11 -2.57
C -0.03 -4.11 0.66
C 3.33 1.01 3.93
C 1.47 3.86 -2.36
C -3.21 -0.28 -0.06
C 2.79 -1.00 0.80
H -3.04 2.01 -2.52
H -4.49 -0.56 -2.90
H 4.11 -0.78 3.03
H -4.13 -0.19 -0.67
H 2.82 -1.99 1.30
H 3.97 0.99 4.80
H 3.22 0.22 -1.42
H 3.83 -0.79 0.46
H -1.74 -1.56 -0.71
H -1.00 -5.61 1.74
H -1.45 -0.13 -2.89
H -0.77 3.08 0.11
H -2.96 1.87 0.09
H 0.41 -0.41 -2.58
H -1.67 0.24 2.20
H 1.83 0.24 -3.55
H 0.16 -4.78 -0.19
H 0.14 5.10 -1.21
H 1.92 4.71 -2.86
H -3.41 0.21 -4.14
H -2.29 -1.66 -2.82
H 2.66 2.25 -3.32
H 2.91 -1.40 -2.12
H -3.74 1.01 1.53
H -4.62 1.83 -2.85
H -1.42 -4.09 3.75
H 2.03 -2.97 -0.73
H -1.57 1.85 1.99
H 0.87 2.89 2.46
H 0.61 -2.25 -1.40
H -0.51 -1.74 3.59
H 2.37 2.90 4.45
H -3.45 -1.12 0.63
```

Its total charge is +2. The value obtained for the LUMO energy (spin up / spin down) is -5.20 / -5.52 eV. The energy comes out at -72431.3912 eV. Its spin multiplicity is 4. The calculation puts the gap between HOMO and LUMO (spin up / spin down) at 0.3352 / 0.3242 Ha.

Mulliken atomic charge list, values in e, 5 entries: atom 1 (Co): 1.2194, atom 2 (N): 0.2998, atom 3 (N): 0.8825, atom 4 (N): -0.7043, atom 5 (N): 0.7364